306
Properties=species:S:1:pos:R:3:forces:R:3:mulliken_charge:R:1 method="wB97M-V/def2-TZVPD" e_tot_ha=-4958.299133 total_charge=0 homo_lumo_gap_ev=8.63 lumo_energy_ev=0.424 multiplicity=1
C 17.180 10.188 14.872 0.3 0.5 2.4 -0.940
O 18.056 11.316 15.284 -1.4 0.1 0.1 -0.102
H 16.411 10.051 15.722 0.9 0.0 -1.6 0.266
H 16.705 10.278 13.885 0.1 0.5 0.4 0.224
H 17.841 9.300 14.842 -0.4 0.4 0.1 0.326
H 17.577 11.992 15.862 0.6 -1.3 -1.1 -0.144
C 18.959 15.652 15.676 -1.7 0.5 0.2 -0.265
C 18.150 15.805 17.027 0.5 1.6 -2.0 3.450
C 17.376 17.137 16.901 -1.7 -1.0 1.1 -0.366
C 16.453 17.324 18.142 -0.4 0.9 -1.1 -0.076
C 15.383 16.253 18.060 1.7 -0.6 -2.1 -0.641
C 16.072 14.874 18.137 -0.3 0.8 1.2 2.759
N 17.142 14.788 17.140 -0.4 -1.1 0.0 0.668
O 17.707 13.489 17.237 0.1 0.0 -1.1 2.809
C 16.492 14.688 19.611 0.5 -1.4 0.5 -0.963
C 15.044 13.823 17.823 -1.6 -1.0 -1.7 -1.002
C 19.178 15.919 18.120 0.6 0.3 1.5 0.170
H 19.748 16.398 15.635 -0.1 0.2 -0.1 -0.411
H 18.299 15.679 14.775 0.5 0.4 0.8 -0.422
H 19.418 14.711 15.620 0.8 -1.5 0.2 -0.560
H 18.109 17.894 16.909 0.7 1.2 -0.5 0.405
H 16.713 17.104 16.005 0.8 0.3 0.3 -0.570
H 15.964 18.312 18.189 0.2 -0.1 -0.5 0.602
H 17.069 17.325 19.024 0.0 -0.4 0.6 -0.815
H 14.923 16.320 17.031 0.1 0.1 1.1 -1.362
H 14.655 16.292 18.815 -1.1 0.2 1.0 1.158
H 16.696 15.567 20.202 0.4 0.5 -0.2 0.164
H 15.694 14.203 20.141 -1.1 0.0 0.2 0.863
H 17.239 13.901 19.856 0.3 0.8 -0.9 -1.519
H 14.774 13.929 16.690 0.2 -0.2 1.9 -0.359
H 15.451 12.792 17.939 -0.3 0.7 0.1 -0.113
H 14.088 13.914 18.462 1.5 0.0 -1.0 -0.275
H 18.746 16.359 19.054 0.4 -0.6 -0.6 -0.512
H 20.041 16.594 17.856 -0.8 -0.8 0.0 0.000
H 19.555 14.911 18.353 0.2 0.4 0.1 -0.990
H 18.122 13.381 18.093 0.2 0.0 0.8 -1.062
C 16.022 17.536 13.038 1.3 0.3 -2.1 -1.132
C 15.675 16.159 12.462 -0.3 -0.5 0.7 1.511
C 15.760 15.075 13.585 -0.3 0.7 0.6 0.437
C 14.981 13.737 13.291 0.3 0.1 -0.8 -0.550
C 13.504 14.064 12.844 1.4 1.2 0.7 -1.065
C 13.481 15.018 11.642 0.8 -0.1 -0.4 1.530
N 14.264 16.212 12.057 -0.1 0.5 -0.6 1.867
O 14.201 17.145 11.003 -1.1 1.2 0.4 -0.773
C 14.056 14.367 10.372 -0.3 -0.5 -1.2 -1.705
C 12.084 15.552 11.317 -0.8 0.3 1.9 -1.577
C 16.682 15.848 11.311 -0.8 -0.8 1.1 -0.684
H 15.860 18.399 12.361 -0.4 -0.7 0.0 0.616
H 17.090 17.525 13.091 1.0 0.0 0.4 -0.397
H 15.687 17.834 13.980 -1.1 -0.1 1.6 0.166
H 16.833 15.041 13.904 -0.9 -0.8 -0.5 -0.650
H 15.284 15.540 14.487 0.1 -0.3 -0.6 -0.918
H 14.937 13.119 14.219 0.2 0.4 -0.7 0.513
H 15.481 13.146 12.461 -0.4 0.5 1.1 0.223
H 13.072 14.602 13.709 -0.3 -0.3 -0.4 -0.502
H 12.938 13.188 12.590 -0.3 -0.6 0.1 0.673
H 13.283 13.726 9.869 0.6 0.4 0.6 0.455
H 14.268 15.146 9.619 -0.1 -0.2 0.2 0.323
H 14.990 13.780 10.441 -0.6 0.2 0.4 0.187
H 12.023 16.286 10.518 0.2 -0.6 -0.5 0.340
H 11.323 14.750 11.281 0.5 0.3 -0.4 0.438
H 11.786 16.173 12.189 0.0 -0.4 -0.1 0.079
H 17.689 15.917 11.714 0.1 0.2 -0.1 -0.470
H 16.565 16.485 10.446 0.2 0.2 -0.2 0.678
H 16.506 14.810 11.043 0.3 0.0 -0.3 -0.275
H 14.781 16.852 10.313 0.5 -0.4 -0.7 0.306
C 20.550 11.260 8.826 -0.5 2.5 -0.2 -2.134
C 20.161 12.518 9.725 1.0 -0.2 0.0 2.056
C 19.665 12.116 11.114 2.2 -1.9 0.7 -1.591
C 19.714 13.201 12.187 1.7 0.0 -0.6 1.664
C 21.091 13.919 12.271 -0.2 -0.1 -0.9 -1.417
C 21.554 14.495 10.857 -0.3 -2.7 0.8 2.460
N 21.435 13.302 9.902 0.5 1.2 -1.2 -0.090
O 21.869 13.790 8.555 -0.7 -0.3 1.4 -0.499
C 20.741 15.696 10.494 -0.3 0.9 0.2 -1.785
C 23.031 14.879 10.983 -1.0 1.8 2.5 -1.820
C 19.044 13.204 8.996 0.4 1.9 -1.5 -1.709
H 20.695 11.571 7.781 0.3 0.3 0.4 0.387
H 19.707 10.631 8.724 -0.9 -1.1 0.5 0.455
H 21.431 10.784 9.166 0.7 -0.6 0.5 0.501
H 18.711 11.616 10.981 -0.4 0.2 0.2 0.420
H 20.375 11.278 11.457 -0.9 1.0 -0.3 0.232
H 19.508 12.833 13.166 -0.4 -0.6 0.7 0.374
H 19.008 13.957 11.994 -1.2 1.0 -0.3 -1.283
H 21.878 13.327 12.765 -0.2 -0.4 -0.7 0.351
H 20.989 14.729 12.984 -0.2 0.6 -0.1 0.099
H 19.662 15.577 10.366 0.1 -0.3 0.3 0.260
H 20.952 16.427 11.278 -0.4 0.1 0.1 -0.021
H 21.095 16.183 9.605 0.3 0.1 -0.7 0.762
H 23.089 15.483 11.999 0.0 -1.0 -1.9 0.081
H 23.668 14.039 11.117 0.5 -0.8 -0.2 0.516
H 23.367 15.563 10.225 0.2 0.0 -0.5 0.354
H 18.425 13.959 9.462 -0.1 -0.1 1.0 0.141
H 18.406 12.483 8.550 -0.7 -0.7 -0.3 0.565
H 19.437 13.789 8.140 -0.1 -0.5 0.1 0.370
H 21.168 14.402 8.250 0.4 -0.3 0.2 0.355
C 17.322 12.633 22.345 -0.6 -1.5 2.9 -0.916
C 18.315 11.437 22.131 -0.6 1.1 0.3 1.359
C 18.337 10.391 23.297 -1.0 1.2 0.0 -1.279
C 17.131 9.491 23.270 -1.1 0.8 -0.2 -0.469
C 17.042 8.826 21.958 0.1 -2.2 -1.8 -1.400
C 16.989 9.763 20.731 0.0 1.6 0.8 1.995
N 18.130 10.704 20.885 -0.2 -0.8 0.4 0.223
O 18.181 11.542 19.735 0.6 0.0 0.4 1.628
C 17.300 9.035 19.478 0.7 -1.1 -1.7 -2.085
C 15.594 10.493 20.646 2.0 -0.1 0.0 -1.690
C 19.665 12.090 22.088 0.5 1.7 1.4 -1.809
H 17.768 13.242 23.169 -0.4 -0.2 -0.7 0.519
H 16.373 12.222 22.794 0.7 0.7 -0.5 0.390
H 17.087 13.255 21.513 0.1 0.0 -0.5 -0.378
H 19.208 9.778 23.133 0.5 -0.2 0.1 0.360
H 18.396 10.897 24.279 0.3 0.0 -0.5 0.361
H 16.154 10.024 23.276 0.7 0.3 0.8 0.239
H 17.091 8.769 24.076 0.2 -0.1 0.2 0.504
H 16.162 8.164 21.982 -0.1 0.3 -0.4 0.337
H 17.858 8.092 21.761 -0.1 0.6 0.3 0.274
H 17.343 9.702 18.575 -0.2 -0.6 0.9 0.034
H 18.310 8.496 19.523 -1.5 0.6 0.1 0.311
H 16.487 8.326 19.328 0.2 -0.4 -0.3 0.630
H 15.537 11.029 21.564 -0.6 0.4 0.6 0.347
H 15.561 11.252 19.854 -0.1 -0.5 -0.1 -0.089
H 14.830 9.746 20.610 -0.7 -0.3 -0.3 0.664
H 20.417 11.363 21.954 1.1 -0.8 -0.1 0.466
H 19.909 12.719 23.018 -0.5 -1.2 -1.1 0.380
H 19.713 12.800 21.283 0.1 0.3 -0.6 0.011
H 18.930 11.111 19.280 -0.2 0.6 -0.5 -0.674
C 22.280 21.139 18.122 0.8 -0.7 -0.9 -1.580
C 23.461 20.194 17.700 -1.2 1.7 -1.6 1.561
C 24.600 20.395 18.612 0.6 0.5 2.6 -1.216
C 25.794 19.486 18.311 -0.5 -0.5 1.0 -0.829
C 25.251 18.051 18.461 1.6 0.0 -0.4 -1.480
C 24.072 17.757 17.588 0.6 0.0 -2.0 2.056
N 23.066 18.796 17.829 -0.4 -0.4 -0.6 0.266
O 21.957 18.438 17.015 -0.5 0.8 -0.3 1.220
C 24.581 17.557 16.096 0.0 0.8 0.5 -1.820
C 23.427 16.449 17.996 1.5 0.5 1.1 -1.994
C 23.884 20.732 16.263 -0.2 -2.9 0.3 -1.734
H 22.495 22.122 17.721 -0.1 0.2 -0.1 0.577
H 22.144 21.268 19.174 0.0 -0.4 0.9 0.360
H 21.369 20.777 17.667 -0.3 0.0 0.0 -0.190
H 24.850 21.488 18.664 -0.1 -0.9 -0.1 0.405
H 24.166 20.097 19.651 1.0 0.6 -1.3 -0.005
H 26.592 19.643 19.059 -0.3 0.0 -0.4 0.448
H 26.221 19.616 17.328 0.1 0.3 -0.3 0.382
H 24.884 17.968 19.460 0.1 -0.4 1.0 0.418
H 26.064 17.304 18.245 -0.8 0.5 0.4 0.419
H 23.781 17.352 15.388 -0.2 0.2 0.0 0.243
H 25.245 18.358 15.684 -0.6 -0.7 0.5 0.325
H 25.152 16.643 16.135 0.4 -0.3 -0.1 0.550
H 24.194 15.679 18.043 0.2 -0.1 0.3 0.624
H 23.049 16.676 18.998 -0.5 -0.7 -0.2 -0.107
H 22.750 16.134 17.258 -1.4 -0.3 -0.5 0.079
H 23.988 21.773 16.299 0.4 1.4 0.1 0.601
H 23.133 20.511 15.515 -0.5 0.0 -0.2 0.353
H 24.785 20.219 15.897 -0.2 0.6 0.2 0.255
H 22.132 18.762 16.110 0.1 -0.1 0.2 -0.312
C 12.756 15.050 21.889 0.2 0.8 0.0 -1.599
C 11.466 14.182 21.881 2.5 -1.9 0.1 1.697
C 11.355 13.466 23.281 0.3 1.6 0.6 -1.314
C 10.006 12.927 23.620 0.1 -1.7 0.2 -0.689
C 8.935 13.891 23.279 -1.0 1.5 -0.1 -1.389
C 8.959 14.465 21.851 1.2 0.1 0.8 1.489
N 10.334 15.041 21.640 -1.7 0.4 0.3 0.000
O 10.380 15.587 20.315 0.2 -1.4 -0.2 -0.300
C 8.617 13.297 20.949 -1.0 0.2 -2.1 -1.511
C 7.899 15.614 21.781 0.6 -1.5 0.6 -1.715
C 11.812 13.156 20.710 0.3 1.8 0.8 -1.357
H 12.601 16.015 22.425 0.1 -0.7 -0.1 0.466
H 12.902 15.318 20.839 0.3 0.2 0.1 0.198
H 13.716 14.564 22.244 -1.4 0.2 -0.2 0.207
H 12.190 12.790 23.537 -0.4 0.0 -0.8 0.371
H 11.446 14.227 24.061 0.5 0.6 -0.2 0.421
H 9.952 12.550 24.659 0.1 0.7 -0.2 0.427
H 9.870 12.009 23.095 -0.4 -0.9 -0.8 0.351
H 8.889 14.726 23.979 0.3 0.1 0.2 0.391
H 7.947 13.471 23.288 -0.5 -0.7 0.6 0.477
H 7.546 12.980 20.998 0.7 0.2 0.5 0.369
H 8.676 13.666 19.915 0.3 -0.2 0.0 0.288
H 9.249 12.406 21.006 -0.1 0.4 0.3 0.315
H 7.824 16.049 20.773 -0.1 -0.1 0.5 0.335
H 6.991 15.033 22.070 0.1 1.1 -0.3 0.393
H 8.157 16.361 22.568 -0.3 -0.4 -0.7 0.412
H 12.875 12.924 20.776 0.0 -0.1 0.0 0.217
H 11.650 13.720 19.796 -0.1 -0.2 -0.3 0.293
H 11.271 12.257 20.711 -0.9 -1.2 0.0 0.455
H 10.383 16.523 20.436 0.1 1.0 0.4 0.295
C 21.108 8.332 17.557 -0.6 -1.5 -0.7 -1.811
C 21.720 9.457 18.385 1.2 -0.6 -0.1 1.848
C 23.228 9.304 18.359 0.5 0.4 4.3 -1.552
C 23.946 10.580 18.881 -0.5 -1.0 0.2 -0.452
C 23.643 11.584 17.820 -1.0 2.0 2.2 -1.673
C 22.127 11.938 17.790 0.4 -0.6 -0.4 1.403
N 21.474 10.637 17.602 -1.0 0.7 -0.3 -0.252
O 20.064 10.800 17.656 -0.4 0.5 -0.2 0.625
C 21.569 12.698 19.001 2.5 -0.2 1.0 -0.159
C 21.957 12.789 16.538 -0.8 1.3 -0.2 -0.915
C 21.218 9.327 19.846 -1.7 0.4 -1.3 -1.187
H 20.037 8.159 17.723 0.1 0.5 0.1 0.138
H 21.528 7.343 17.800 0.3 0.3 0.0 0.436
H 21.208 8.470 16.451 0.2 0.1 1.0 0.335
H 23.485 8.513 19.090 0.0 -0.2 -0.8 0.454
H 23.596 9.146 17.418 0.8 -0.9 -2.4 0.507
H 25.024 10.464 18.883 0.3 -0.4 0.2 0.379
H 23.639 10.811 19.933 0.1 0.1 -1.0 0.284
H 23.983 11.184 16.900 0.1 -0.2 -1.2 0.513
H 24.188 12.501 18.018 0.1 0.4 -0.2 0.325
H 20.499 12.605 19.057 -0.3 0.0 0.2 -0.424
H 22.108 12.313 19.921 -1.1 0.2 -0.7 0.254
H 21.895 13.744 18.969 -0.4 0.0 -0.2 -0.033
H 22.339 13.793 16.809 0.0 -0.4 -0.3 -0.122
H 22.564 12.431 15.702 -0.4 -0.1 0.0 0.556
H 20.895 13.009 16.223 0.9 -0.6 0.3 -0.334
H 20.135 9.197 19.758 0.0 0.3 0.3 -0.522
H 21.351 10.167 20.514 0.5 0.0 0.0 0.175
H 21.517 8.378 20.253 0.7 -0.3 0.4 0.662
H 19.848 11.120 16.774 -0.6 -0.1 -0.3 0.097
C 21.619 17.552 23.321 0.8 -0.9 -0.3 -1.661
C 20.757 16.986 22.209 -0.7 -1.5 -0.7 1.635
C 19.423 16.318 22.753 1.5 0.2 -1.3 -0.586
C 18.281 17.231 23.158 -0.1 -0.5 0.5 -1.009
C 18.080 18.319 22.104 1.3 -1.1 -1.2 -0.404
C 19.401 19.092 21.677 -1.0 -0.4 -0.1 1.317
N 20.366 18.017 21.224 0.1 1.1 -0.4 1.343
O 21.587 18.686 20.751 -0.6 -0.4 -0.6 -0.429
C 19.066 20.010 20.454 1.3 -2.9 0.0 -1.855
C 19.786 20.112 22.767 0.4 -0.8 -0.5 -1.789
C 21.535 15.776 21.476 0.6 1.9 1.1 -1.626
H 20.985 17.968 24.070 -0.1 0.7 0.5 0.478
H 22.334 18.252 22.865 -0.3 0.0 0.5 0.169
H 22.184 16.748 23.826 -0.1 0.2 -0.3 0.422
H 19.135 15.614 21.943 -0.3 0.5 0.4 -0.308
H 19.813 15.693 23.535 -0.2 -0.4 0.8 0.526
H 18.403 17.691 24.165 0.2 -0.3 -0.6 0.391
H 17.392 16.546 23.245 0.5 0.9 -0.1 0.450
H 17.405 19.019 22.502 -1.1 1.1 0.2 0.842
H 17.638 17.824 21.205 0.3 0.6 0.4 -0.747
H 19.957 20.523 20.109 0.1 0.2 0.1 0.137
H 18.787 19.282 19.679 -0.4 0.6 -0.2 0.142
H 18.310 20.682 20.739 -1.1 0.8 0.0 0.638
H 20.555 20.737 22.322 0.4 0.1 0.4 0.361
H 18.913 20.733 22.921 -0.2 0.2 0.2 0.485
H 20.094 19.658 23.700 0.1 0.2 0.2 0.292
H 21.575 14.878 22.136 0.2 0.8 -0.4 0.462
H 22.538 16.187 21.202 -0.5 -0.7 0.5 0.312
H 21.105 15.492 20.542 -0.8 -0.1 -0.7 0.043
H 21.583 18.612 19.758 -0.1 -0.1 1.2 -0.173
C 17.402 20.525 13.708 1.1 -0.4 -0.7 -1.324
C 18.796 20.474 14.308 1.2 -1.3 0.2 2.162
C 19.271 18.949 14.454 0.5 1.9 1.4 1.905
C 19.788 18.344 13.194 -0.2 0.7 -1.4 0.285
C 20.923 19.215 12.625 -1.1 0.8 0.7 -1.511
C 20.439 20.644 12.228 -0.6 0.3 0.2 2.034
N 19.768 21.212 13.447 1.0 0.1 0.3 0.025
O 19.327 22.573 13.242 0.6 -1.3 0.1 -0.474
C 21.640 21.533 11.891 0.7 -0.4 1.6 -2.106
C 19.555 20.658 10.925 0.0 0.0 1.2 -1.955
C 18.871 21.144 15.699 -1.5 -0.9 -0.5 -1.579
H 17.525 20.228 12.662 -0.4 0.3 -0.1 0.399
H 17.012 21.514 13.806 -0.6 0.6 -0.1 0.680
H 16.737 19.799 14.113 -0.6 -0.3 0.7 -0.421
H 20.045 18.926 15.277 -0.4 0.1 -0.9 -1.233
H 18.446 18.446 14.928 -0.5 -0.4 -0.3 -0.783
H 19.008 18.263 12.445 -0.6 0.6 -0.3 -0.008
H 19.991 17.300 13.237 1.0 -0.9 0.8 0.334
H 21.409 18.822 11.753 0.3 -0.5 -0.4 0.774
H 21.634 19.364 13.443 0.3 0.0 -0.2 -0.321
H 21.275 22.306 11.306 -0.5 1.7 -1.2 0.531
H 22.107 22.003 12.765 -0.3 -0.3 0.1 0.352
H 22.466 21.091 11.348 -0.1 -0.7 -0.3 0.368
H 20.164 20.484 10.074 0.8 -0.1 -0.8 0.460
H 18.872 19.847 10.954 -0.9 -0.8 0.0 0.378
H 18.977 21.566 10.692 0.4 0.0 0.5 0.376
H 17.993 20.864 16.326 0.5 0.1 -0.4 0.202
H 18.807 22.186 15.468 0.2 0.8 0.5 0.768
H 19.760 20.858 16.237 0.4 0.2 0.0 -0.213
H 18.570 22.437 12.677 -0.7 0.4 -0.5 0.393
C 12.305 18.007 17.079 -0.5 0.6 -0.3 -1.459
C 11.531 17.439 15.829 -0.4 -0.7 2.3 1.240
C 10.037 17.717 16.079 0.6 0.8 0.2 -1.076
C 9.795 19.218 15.920 0.3 0.2 -0.5 -0.875
C 10.374 19.725 14.596 -2.3 0.8 -0.7 -1.224
C 11.785 19.384 14.229 1.5 0.2 0.7 1.604
N 11.975 17.942 14.544 -0.4 -0.4 0.6 0.445
O 13.347 17.580 14.533 0.2 0.4 -1.5 1.239
C 12.026 19.508 12.690 -0.1 0.8 1.2 -1.743
C 12.801 20.390 14.979 -0.6 -1.3 -0.8 -1.472
C 11.685 15.871 15.983 -1.5 0.6 -1.9 -1.396
H 12.123 17.345 17.904 -0.1 -0.6 0.5 0.328
H 12.027 19.006 17.473 0.0 -0.5 -0.7 0.260
H 13.357 17.999 16.885 0.7 0.1 -0.1 0.106
H 9.424 17.070 15.474 -0.3 0.0 -0.7 0.457
H 9.812 17.404 17.102 0.1 0.1 0.1 0.170
H 10.276 19.751 16.718 0.1 0.2 0.7 0.279
H 8.745 19.507 15.937 -0.1 -0.2 0.1 0.526
H 10.085 20.803 14.410 0.9 -0.8 0.5 0.286
H 9.701 19.261 13.887 0.0 -0.5 -0.7 0.441
H 11.236 19.038 12.117 -0.2 -0.4 0.1 0.326
H 11.945 20.593 12.483 0.5 -0.5 -0.3 0.525
H 12.994 19.051 12.427 -0.3 0.6 -0.1 0.219
H 12.700 21.350 14.475 0.0 0.2 0.3 0.504
H 12.739 20.448 16.067 -0.7 0.2 -0.2 0.233
H 13.800 20.021 14.831 0.6 -0.1 -0.4 0.111
H 12.686 15.519 16.129 0.6 0.1 0.5 -0.109
H 11.371 15.382 15.002 0.0 0.6 1.2 0.150
H 10.971 15.606 16.801 0.9 -0.2 -0.6 0.513
H 13.461 17.354 13.580 0.4 -0.4 0.6 -0.723